[1]
Below is a structure of composition C15H17CdIN2 in a non-equilibrium geometry, with properties calculated with wB97M-V/def2-TZVPD.

Calculated values
Charge ... 0
Gap between HOMO and LUMO ... 7.823 eV
HOMO ... -8.1936 eV

Geometry as XYZ:
```
36
Properties=species:S:1:pos:R:3:forces:R:3:nbo_charge:R:1
C 2.58984 1.23178 -4.23942 0.5 -0.2 0.3 -0.628
C 2.29023 -0.26517 -4.38665 0.4 0.0 -1.0 -0.613
H 1.83183 1.84252 -4.72467 -0.1 0.0 0.1 0.209
H 3.55614 1.48450 -4.68883 -0.1 -0.2 -0.2 0.204
H 2.67638 1.58267 -3.19201 0.0 -0.5 -0.9 0.206
H 1.36893 -0.60492 -3.91827 0.0 0.2 0.1 0.193
H 2.18872 -0.51697 -5.45397 0.0 0.1 0.2 0.203
H 3.11252 -0.88933 -4.02373 -0.2 0.2 0.1 0.204
Cd 0.99531 0.51878 -1.39934 0.0 -0.2 0.8 1.341
C 1.86110 -1.45615 -1.55719 0.1 0.1 0.0 -1.249
H 1.25211 -2.05894 -2.24454 0.3 0.1 0.1 0.197
H 1.92683 -1.98020 -0.59721 0.0 0.2 -0.1 0.207
H 2.86549 -1.31561 -1.97705 -0.3 -0.3 0.2 0.209
I 1.13749 3.15148 -1.89354 -0.5 0.5 0.1 -0.689
C -0.43680 3.34668 2.54384 -0.1 -0.3 0.1 -0.257
C 0.14304 2.73645 1.42048 0.1 -0.4 -0.5 0.059
N -0.06130 1.47187 1.02931 -0.2 0.7 0.6 -0.483
C -0.88679 0.71858 1.79135 -0.2 0.5 0.6 0.240
C -1.48207 1.23152 3.00406 0.6 -0.5 -1.2 -0.115
C -1.24328 2.57732 3.35948 0.0 -0.1 -0.1 -0.127
C -2.28833 0.35464 3.78790 -0.4 -1.0 0.1 -0.179
C -2.51276 -0.95089 3.41884 -0.1 0.8 0.6 -0.189
C -1.97476 -1.49437 2.21187 0.6 0.4 -0.8 -0.091
C -2.21475 -2.82734 1.79575 0.3 0.4 -0.3 -0.128
C -1.68610 -3.25690 0.58722 -0.2 0.1 0.4 -0.257
C -0.95569 -2.34477 -0.19243 0.2 0.8 0.3 0.058
N -0.71556 -1.07427 0.16372 -0.4 -0.8 0.3 -0.451
C -1.18112 -0.65030 1.36381 -0.4 -0.5 0.2 0.149
H -0.22043 4.40383 2.72322 -0.1 -0.5 0.1 0.232
H 0.78342 3.33203 0.76279 -0.2 -0.3 0.3 0.230
H -1.71152 2.96525 4.27165 0.2 -0.1 -0.4 0.220
H -2.72575 0.76608 4.69873 0.0 -0.2 -0.2 0.218
H -3.13100 -1.61412 4.02883 0.2 0.3 -0.1 0.218
H -2.81145 -3.46723 2.44900 0.2 0.0 -0.3 0.220
H -1.81479 -4.27788 0.21951 0.0 0.4 0.2 0.229
H -0.52514 -2.67059 -1.14250 -0.2 0.2 0.3 0.210
```
Forces are in eV/Å.

=====

[2]
Below is a structure of composition C15H17Cl2F4N5Ru in a non-equilibrium geometry, with properties calculated with wB97M-V/def2-TZVPD.

Calculated values
Charge ... +1
Spin multiplicity ... 6
Relative energy (zero: lowest compared OMol25 entry of this formula, charge and spin) ... 34.2 kcal per mole
Gap between HOMO and LUMO (spin up / spin down) ... 7.257 / 5.030 eV
HOMO (spin up / spin down) ... -11.0237 / -11.5697 eV
<S²> ... 8.77

Geometry as XYZ:
```
44
Properties=species:S:1:pos:R:3:forces:R:3:nbo_charge:R:1
Ru 0.23292 -0.10968 -0.43499 -0.4 -1.1 -0.9 1.482
C -0.62979 -4.12196 -0.56756 0.9 -2.4 0.7 -0.648
C 0.27790 -3.22199 0.19433 1.3 0.5 0.4 -0.214
N -0.25077 -1.88540 0.69857 -1.0 -1.2 1.6 -0.486
C -1.78141 -1.96819 0.80834 1.0 -0.3 0.5 -0.235
C -2.45844 -0.74787 1.50367 -0.2 -2.5 0.6 -0.655
C 0.49916 -1.60874 1.95789 -0.3 -2.4 0.2 -0.279
C 0.79783 -0.25295 2.39093 -0.3 3.8 -0.2 -0.235
N 1.01497 0.65690 1.13425 -0.9 -2.7 2.4 -0.559
C 1.35660 1.95198 1.02654 1.3 4.8 1.3 0.005
C 0.44285 3.05975 1.17379 -1.3 -2.5 0.1 0.292
F -0.86129 2.75405 1.47158 0.9 0.0 -0.1 -0.316
C 0.73387 4.36773 0.93169 0.6 2.4 -1.8 0.337
F -0.23487 5.32705 0.95068 0.5 -1.2 0.1 -0.293
C 1.99257 4.76464 0.43974 0.2 -2.6 1.6 -0.289
C 2.98938 3.77079 0.63260 -0.6 0.6 -0.2 0.355
F 4.26009 4.14337 0.62688 0.3 -0.1 -0.4 -0.278
C 2.69765 2.43522 0.89732 -0.5 -1.4 0.2 0.313
F 3.67599 1.50195 1.08264 -0.6 1.0 -0.4 -0.297
H 0.03766 -4.95675 -0.91440 -0.4 1.0 -0.4 0.255
H -1.14139 -3.63441 -1.33497 -0.6 0.4 -1.5 0.224
H -1.32315 -4.74422 -0.00376 -0.3 0.6 0.5 0.226
H 1.12878 -2.94124 -0.46597 -0.3 -0.3 0.5 0.217
H 0.68429 -3.78159 1.06687 -0.2 0.5 -0.5 0.214
H -1.97973 -2.96091 1.29397 -0.2 1.1 0.0 0.222
H -2.08234 -2.10177 -0.23453 -0.2 0.3 0.2 0.226
H -2.13617 0.20675 1.09327 -0.1 0.2 0.3 0.209
H -2.39808 -0.89291 2.61489 0.6 0.8 -0.9 0.235
H -3.53093 -0.93265 1.36288 0.1 0.6 -0.4 0.258
H 1.48467 -2.06536 1.90655 -0.2 -0.6 -0.6 0.229
H -0.00213 -2.09937 2.80131 0.0 -0.2 -0.1 0.234
H 1.77101 -0.31995 2.89855 -0.6 0.6 0.4 0.248
H -0.06898 0.14694 3.02093 1.5 0.1 -0.8 0.236
H 2.24477 5.72796 0.04797 0.0 0.5 0.2 0.271
Cl 0.47652 1.49026 -2.15872 -0.8 3.0 -2.3 -0.018
C -0.96594 2.71476 -2.34055 0.3 0.2 0.1 -0.338
Cl -2.32220 2.21599 -1.38618 0.1 -0.2 0.4 0.059
H -1.31346 2.76465 -3.34708 0.3 -0.7 -0.9 0.252
H -0.62530 3.72152 -2.10922 0.4 -0.3 0.6 0.249
N -0.25892 -1.40951 -1.96939 -0.2 0.3 0.8 -0.810
C -0.75581 -1.56307 -3.02035 0.0 -0.9 -3.1 0.686
N -1.18845 -1.82233 -4.18847 -1.6 0.4 5.1 -0.605
C -0.46457 -1.80055 -5.22884 2.2 0.2 -6.1 0.388
N -0.02538 -1.77892 -6.32365 -0.5 -0.1 2.6 -0.370
```
Forces are in eV/Å.

=====

[3]
Below is an isolated molecule of C15H17Cl2NO3 in a non-equilibrium geometry, with properties calculated with wB97M-V/def2-TZVPD.

Calculated values
Charge ... 0
Relative energy (zero: lowest compared OMol25 entry of this formula, charge and spin) ... 248.8 kcal per mole
Gap between HOMO and LUMO ... 9.483 eV
HOMO ... -9.3186 eV
SMILES ... CCOC(=O)[C@@H]1CCCN(C(=O)c2cc(Cl)ccc2Cl)C1

Geometry as XYZ:
```
38
Properties=species:S:1:pos:R:3:forces:R:3:nbo_charge:R:1
C -0.47301 -2.87684 -1.38119 -4.5 3.2 0.6 -0.600
C -0.08885 -2.90619 0.02657 -3.9 -5.2 -3.0 -0.064
O -0.42362 -1.78521 0.46499 -3.5 12.1 5.9 -0.540
C -1.76252 -1.32779 0.90488 -0.1 -3.0 -2.0 0.818
O -2.75485 -2.07149 0.83643 3.4 2.2 0.5 -0.579
C -1.80817 0.19730 1.29939 3.2 -5.3 3.8 -0.345
C -3.08904 0.66280 0.98632 -1.3 9.6 -1.0 -0.364
C -2.78975 1.72906 -0.27092 -2.9 0.5 -2.0 -0.431
C -1.82334 1.24180 -1.39822 -2.5 -8.6 16.4 -0.132
N -0.59750 1.23470 -0.45020 3.2 -1.2 -7.7 -0.464
C 0.45456 0.87258 -1.30452 3.6 -2.3 0.2 0.712
O 0.54206 0.40188 -2.51682 -1.6 2.8 5.2 -0.620
C 1.89102 0.84623 -0.42700 -0.9 -2.8 -4.5 -0.085
C 2.60518 -0.42818 -0.57618 2.9 9.6 5.7 -0.156
C 3.78299 -0.46918 0.29746 -2.0 -1.3 -3.7 -0.072
Cl 4.74852 -1.79346 0.26594 1.5 -4.0 -0.1 0.046
C 4.41321 0.54289 0.81105 -4.2 8.2 1.2 -0.237
C 3.61593 1.82879 0.80056 2.3 -1.0 -1.3 -0.178
C 2.51097 2.01350 0.04948 -2.3 -2.1 0.9 -0.078
Cl 1.49637 3.43684 0.17515 0.7 0.3 -0.2 -0.002
C -0.54754 0.96894 0.96655 -3.4 -0.2 -1.8 -0.206
H -0.16513 -3.61440 -1.87070 2.9 -6.3 -4.3 0.192
H -1.56232 -2.74382 -1.81430 1.6 -0.2 2.0 0.206
H 0.00734 -2.03913 -1.68092 1.6 2.7 -1.9 0.208
H -0.73236 -3.53224 0.50295 -1.4 -3.4 1.6 0.171
H 0.85911 -3.16282 0.21178 3.9 -0.8 0.5 0.179
H -1.81675 0.09063 2.41556 0.5 -0.2 -0.4 0.256
H -3.45674 1.62787 1.76281 0.9 -3.2 -1.6 0.204
H -3.90785 0.02628 0.89112 -0.9 -1.2 -0.5 0.256
H -3.77031 1.77068 -0.74599 -0.3 0.5 0.0 0.213
H -2.53130 2.81864 -0.03060 -0.3 -1.7 0.4 0.212
H -1.71665 1.61186 -2.20804 1.6 5.2 -10.0 0.182
H -2.09604 0.09455 -1.41271 0.4 2.0 -1.1 0.178
H 2.15935 -1.24595 -0.74989 -3.2 -5.9 -2.1 0.198
H 5.22714 0.77181 1.38863 2.4 -1.1 1.0 0.240
H 4.00666 2.77857 1.06685 1.0 0.4 1.2 0.217
H -0.71481 1.90496 1.34795 0.0 2.3 1.9 0.209
H 0.30805 0.52356 1.36576 1.4 -0.7 0.0 0.255
```
Forces are in eV/Å.

=====

[4]
Below is a structure of composition C15H17Cl3N2O2Ti in a non-equilibrium geometry, with properties calculated with wB97M-V/def2-TZVPD.

Calculated values
Charge ... +2
Gap between HOMO and LUMO ... 6.169 eV
HOMO ... -15.4766 eV

Geometry as XYZ:
```
40
Properties=species:S:1:pos:R:3:forces:R:3:nbo_charge:R:1
C -1.11582 1.05802 2.71346 1.2 1.0 -1.9 -0.601
C -1.10076 -0.41778 2.87659 1.0 -1.6 -1.4 -0.580
H -0.10960 1.50530 2.77704 -0.2 -0.3 0.5 0.216
H -1.76872 1.64977 3.29454 -0.8 0.4 0.7 0.239
H -1.31966 1.21024 1.62388 -0.5 0.6 0.8 0.154
H -0.83614 -0.71740 1.80518 -0.3 -0.7 1.3 0.137
H -0.29861 -0.82773 3.48622 0.0 0.2 0.2 0.232
H -2.00770 -0.95001 3.15832 -0.2 0.4 -0.1 0.235
C 0.70147 2.64087 -1.70648 0.6 -0.9 -0.5 0.126
C 0.88868 3.48121 -2.78646 0.0 -0.1 -0.1 -0.190
C 1.05552 2.89988 -4.05225 0.0 0.2 0.0 -0.056
C 0.99671 1.51714 -4.24629 -0.1 -1.2 0.0 -0.163
H 0.50036 2.96796 -0.67844 0.3 -0.1 -0.5 0.263
H 0.90720 4.56074 -2.62617 -0.1 -0.3 -0.2 0.286
H 1.21905 3.54233 -4.91607 -0.1 -0.1 0.2 0.277
H 1.04313 1.03715 -5.22953 0.1 0.7 0.2 0.260
N 0.81491 1.29542 -1.90429 -0.3 0.6 -1.2 -0.565
C 0.88144 0.66486 -3.14943 0.4 2.5 0.5 0.162
C 0.79081 -0.81052 -3.19265 0.4 -2.4 0.0 0.180
N 0.77259 -1.51180 -1.98590 -1.0 -0.8 -1.6 -0.566
C 0.34067 -2.80019 -1.84241 0.9 0.5 -0.9 0.110
C 0.50595 -2.98030 -4.21539 0.1 -0.1 -0.2 -0.049
C 0.26380 -3.59267 -2.97249 0.0 0.1 -0.1 -0.193
H 0.11330 -3.13696 -0.83050 0.3 0.0 -0.2 0.262
H 0.04483 -4.66095 -2.86668 0.0 0.5 -0.2 0.289
C 0.71257 -1.59669 -4.34868 0.0 0.9 0.4 -0.168
H 0.82793 -1.08042 -5.31290 -0.2 -0.7 0.4 0.265
H 0.50933 -3.59341 -5.12087 -0.1 0.2 0.3 0.278
Ti 0.52399 -0.16156 -0.73704 0.4 0.6 4.8 1.922
C -1.52430 -0.13397 -0.69936 -0.4 -0.1 0.0 -1.064
H -1.82125 -1.06673 -1.20422 0.1 0.0 0.2 0.253
H -1.86821 0.66330 -1.38077 0.3 0.0 0.2 0.263
H -2.10378 -0.05554 0.22527 0.3 0.0 -0.1 0.294
Cl 4.41298 -1.45221 2.71508 0.0 0.1 -0.2 0.097
C 3.69784 0.09477 2.27922 -1.6 0.1 0.7 -0.210
Cl 2.35940 0.44663 3.47617 0.6 -0.2 -0.6 0.007
Cl 4.83889 1.40614 2.36230 0.1 0.0 -0.2 0.116
C 3.10605 -0.02926 0.82812 3.5 0.1 -0.7 0.741
O 3.92592 -0.01329 -0.07621 -2.1 -0.1 0.8 -0.519
O 1.80523 -0.18014 0.68482 -2.4 0.0 -1.3 -0.742
```
Forces are in eV/Å.

=====

[5]
Below is an isolated molecule of C15H17ClN4OS in a non-equilibrium geometry, with properties calculated with wB97M-V/def2-TZVPD.

Calculated values
Charge ... 0
Relative energy (zero: lowest compared OMol25 entry of this formula, charge and spin) ... 14.5 kcal per mole
Gap between HOMO and LUMO ... 9.157 eV
HOMO ... -8.7553 eV
SMILES ... CCc1nnc(SCC(=O)Nc2ccccc2Cl)nc1CC

Geometry as XYZ:
```
39
Properties=species:S:1:pos:R:3:forces:R:3:nbo_charge:R:1
C -1.22890 -3.97874 2.20194 -0.1 0.2 0.1 -0.597
C -1.79368 -2.58051 1.99359 0.0 -0.2 0.0 -0.437
C -1.56358 -2.06548 0.60878 -0.2 0.5 -0.3 0.139
N -0.97422 -2.86205 -0.26221 -0.2 -0.5 0.9 -0.181
N -0.68875 -2.45098 -1.46600 0.5 0.2 -1.0 -0.258
C -0.98365 -1.20334 -1.77013 -0.3 0.2 0.4 0.216
S -0.46783 -0.60108 -3.33363 0.0 0.1 -0.6 0.267
C -0.64168 1.18159 -2.99193 -0.2 -0.5 0.0 -0.625
C 0.22109 1.63378 -1.81885 -0.3 0.1 -0.4 0.689
O -0.15355 2.46481 -1.02865 0.0 0.3 0.1 -0.596
N 1.44449 1.04208 -1.79669 0.5 -0.2 0.0 -0.660
C 2.45496 1.30229 -0.85378 0.0 0.2 0.2 0.200
C 3.72447 1.66063 -1.29766 -0.1 0.0 0.1 -0.236
C 4.73706 1.93456 -0.39909 0.0 0.0 0.0 -0.203
C 4.49266 1.85916 0.96241 0.0 0.0 0.0 -0.209
C 3.24428 1.48148 1.42063 0.0 0.0 -0.1 -0.203
C 2.23317 1.18991 0.51811 0.2 0.1 -0.1 -0.071
Cl 0.71996 0.62720 1.11456 0.0 -0.1 0.3 0.021
N -1.65279 -0.35192 -0.99893 -0.2 0.0 0.1 -0.480
C -1.97603 -0.76888 0.20693 0.2 -0.5 -0.2 0.287
C -2.76354 0.14394 1.08666 -0.1 0.2 0.0 -0.456
C -3.11040 1.46177 0.40779 0.1 -0.1 0.2 -0.611
H -1.41682 -4.31009 3.22021 0.0 0.0 0.1 0.206
H -1.68892 -4.67722 1.50934 0.0 -0.1 0.0 0.219
H -0.15823 -3.98170 2.01963 0.1 -0.1 0.0 0.218
H -1.33434 -1.88005 2.69821 -0.1 0.0 0.0 0.217
H -2.87020 -2.57643 2.19279 0.0 0.1 0.1 0.216
H -0.32904 1.69258 -3.90326 0.0 0.0 0.0 0.248
H -1.68433 1.41076 -2.77883 0.2 0.1 0.0 0.266
H 1.70110 0.47538 -2.59528 -0.1 0.0 0.2 0.415
H 3.90350 1.72666 -2.36073 0.0 0.1 -0.1 0.217
H 5.71438 2.21320 -0.76161 0.1 0.0 0.0 0.219
H 5.27628 2.08250 1.66942 0.1 0.0 0.1 0.220
H 3.04760 1.39468 2.47754 0.0 0.0 0.1 0.228
H -3.67243 -0.37980 1.40068 0.1 0.0 0.1 0.223
H -2.17476 0.33059 1.99014 -0.1 -0.1 0.1 0.227
H -3.72805 1.28333 -0.46888 0.0 0.1 -0.1 0.208
H -3.65498 2.10359 1.09550 -0.1 0.0 0.1 0.209
H -2.20430 1.97179 0.09128 0.0 0.1 -0.1 0.248
```
Forces are in eV/Å.

=====

[6]
Below is an isolated molecule of C15H17ClN6 in a non-equilibrium geometry, with properties calculated with wB97M-V/def2-TZVPD.

Calculated values
Charge ... 0
Gap between HOMO and LUMO ... 8.685 eV
HOMO ... -8.3731 eV
SMILES ... CCCCc1nc(Cl)cn1Cc1ccccc1-c1nn[nH]n1

Geometry as XYZ:
```
39
Properties=species:S:1:pos:R:3:forces:R:3:nbo_charge:R:1
C -1.09744 4.31657 2.65939 -0.8 -0.2 0.7 -0.603
C -0.68865 2.86095 2.77637 0.6 -0.2 0.6 -0.402
C 0.41399 2.51785 1.78939 0.1 -0.8 0.2 -0.377
C 0.94272 1.06702 1.91349 -1.4 0.3 -0.6 -0.445
C -0.11500 0.03042 1.59907 0.1 -0.5 0.1 0.395
N -0.61781 -0.73764 2.52959 -2.2 -0.5 0.3 -0.483
C -1.72524 -1.39197 1.94798 1.1 0.9 -0.6 0.073
Cl -2.92231 -2.32257 2.82104 0.9 0.4 -0.3 0.005
C -1.79855 -1.09810 0.60636 1.5 0.6 1.3 -0.138
N -0.71255 -0.20574 0.37954 -0.8 0.0 -0.2 -0.355
C -0.36931 0.36960 -0.95643 0.0 -1.8 1.1 -0.233
C -0.32203 -0.75296 -1.97941 0.1 -1.1 -1.6 -0.028
C -1.45166 -0.92847 -2.82622 0.1 0.6 1.2 -0.197
C -1.55805 -1.96380 -3.74802 -0.2 0.8 -0.1 -0.206
C -0.50021 -2.82348 -3.94302 0.1 0.1 -0.2 -0.203
C 0.66453 -2.66833 -3.20394 -0.4 -0.1 0.6 -0.195
C 0.76946 -1.68334 -2.18394 -0.9 0.4 -0.3 -0.003
C 2.00238 -1.75632 -1.36634 0.4 0.3 0.6 0.224
N 2.62244 -0.76090 -0.62345 -0.9 0.3 -1.2 -0.260
N 3.69904 -1.23105 -0.14036 0.0 -2.1 0.3 -0.014
N 3.71261 -2.55381 -0.50146 0.2 1.3 0.2 -0.198
N 2.68307 -2.87904 -1.27617 0.7 -0.3 0.6 -0.229
H -0.31502 5.00134 2.97167 0.2 0.0 -0.1 0.203
H -1.41855 4.58151 1.65151 0.0 0.0 0.0 0.199
H -1.93798 4.45252 3.35401 0.1 0.3 -0.3 0.210
H -0.32299 2.65488 3.80353 -0.2 0.2 -0.4 0.199
H -1.56045 2.19515 2.66230 0.3 0.2 -0.2 0.208
H 1.28356 3.18779 1.85780 -0.3 0.0 0.2 0.206
H -0.00295 2.65296 0.80202 0.0 0.1 -0.6 0.184
H 1.70656 0.94384 1.20259 1.3 -0.1 -0.9 0.228
H 1.36450 0.91014 2.89310 -0.1 -0.3 0.3 0.236
H -2.44810 -1.48059 -0.14973 -0.1 0.1 -0.3 0.232
H -1.06898 1.14013 -1.20410 -0.6 0.3 -0.4 0.211
H 0.58014 0.82932 -0.86420 1.0 0.4 0.2 0.240
H -2.30595 -0.23381 -2.66803 0.7 -0.5 -0.3 0.214
H -2.44331 -2.01940 -4.37671 0.1 -0.1 0.2 0.220
H -0.58685 -3.59109 -4.71003 0.2 0.1 0.2 0.220
H 1.42777 -3.42879 -3.38651 0.1 0.6 0.4 0.236
H 4.41718 -3.20077 -0.11270 -0.8 0.6 -0.7 0.426
```
Forces are in eV/Å.